Run P
Formula: C3H11NOS
Source: OMol25
Level of theory: wB97M-V/def2-TZVPD

Last column: natural (NBO) charge in e.
Positions of all 17 atoms, in Å:
1 S 3.18 -0.68 -0.11  -0.0822
2 O -1.22 -0.72 -2.02  -0.9493
3 N -0.61 0.75 0.26  -0.6573
4 C 0.72 0.48 0.62  -0.2346
5 C 1.38 -0.43 -0.42  -0.4950
6 C -1.66 0.37 1.22  -0.3996
7 H -1.29 0.51 2.28  0.1779
8 H -2.52 0.94 1.12  0.2042
9 H 1.38 -0.05 -1.43  0.2128
10 H -0.94 0.08 -1.62  0.4752
11 H 1.32 1.46 0.72  0.1887
12 H 3.23 -1.03 -1.44  0.1341
13 H 0.88 -1.45 -0.50  0.2267
14 H -1.91 -1.07 -1.34  0.4626
15 H -1.93 -0.82 1.14  0.1744
16 H -0.73 1.65 -0.05  0.3686
17 H 0.72 0.02 1.58  0.1927

- Gap between HOMO and LUMO: 9.7 eV
- Lowest unoccupied orbital energy: 0.76 eV
- HOMO energy: -8.8999 eV
- Total charge: 0

=====

Run Q
Formula: C3H11NOS
Source: OMol25
Level of theory: wB97M-V/def2-TZVPD

Last column: natural (NBO) charge in e.
Positions of all 17 atoms, in Å:
1 S -3.01 -0.68 -0.11  -0.0581
2 O 0.59 -1.41 -0.71  -0.7619
3 N 2.67 0.07 -0.03  -0.9168
4 C 1.80 -1.18 0.17  0.0690
5 C -1.11 1.29 -0.07  -0.6388
6 C -1.85 0.40 0.84  -0.5126
7 H -1.81 1.94 -0.60  0.2045
8 H 0.81 -1.37 -1.70  0.4769
9 H -0.43 0.69 -0.73  0.2330
10 H -2.50 1.03 1.47  0.2227
11 H 2.35 -2.14 0.16  0.1682
12 H 3.50 0.10 -0.54  0.4020
13 H -0.44 2.08 0.39  0.2048
14 H 1.49 -1.16 1.21  0.1733
15 H -2.98 -0.17 -1.29  0.1075
16 H 1.98 0.77 0.29  0.3962
17 H -1.05 -0.28 1.24  0.2302

- Gap between HOMO and LUMO: 9.6 eV
- Lowest unoccupied orbital energy: 0.86 eV
- HOMO energy: -8.7559 eV
- Total charge: 0

=====

Run R
Formula: C3H11NOS
Source: OMol25
Level of theory: wB97M-V/def2-TZVPD

Last column: natural (NBO) charge in e.
Positions of all 17 atoms, in Å:
1 S 2.48 -0.80 -0.45  -0.0650
2 O 2.12 1.94 1.09  -0.9699
3 N -2.46 0.49 0.57  -0.8396
4 C 0.71 -1.07 -0.88  -0.4959
5 C -1.66 -0.25 -0.39  -0.2085
6 C -0.19 -0.19 -0.02  -0.4377
7 H 2.91 2.47 0.99  0.4625
8 H -0.09 -0.50 1.04  0.2114
9 H 0.50 -2.13 -0.75  0.2089
10 H 2.37 1.08 0.68  0.4726
11 H -3.44 0.56 0.37  0.3640
12 H -1.79 0.08 -1.42  0.1608
13 H -1.98 -1.31 -0.34  0.1781
14 H 0.58 -0.86 -1.94  0.2131
15 H 1.80 -1.77 0.86  0.1658
16 H 0.20 0.84 -0.07  0.2239
17 H -2.07 1.43 0.66  0.3556

- Gap between HOMO and LUMO: 8.8 eV
- Lowest unoccupied orbital energy: -0.44 eV
- HOMO energy: -9.2647 eV
- Total charge: 0

=====

So which one is most stable? That would be run P, about 8.4 kcal/mol below the next structure.

=====

Run P
Formula: C6H13N2O2
Source: OMol25
Level of theory: wB97M-V/def2-TZVPD

Last column: natural (NBO) charge in e.
Positions of all 23 atoms, in Å:
1 O -3.58 -0.66 0.34  -0.6896
2 O -1.92 -0.09 -1.03  -0.6209
3 N 0.02 -0.05 1.00  -0.3038
4 N 1.14 0.47 0.29  -0.0716
5 C 0.49 -1.70 -0.59  -0.5059
6 C 0.44 1.67 -0.37  -0.4244
7 C 1.49 -0.51 -0.82  -0.2414
8 C -2.92 0.21 -0.39  0.6775
9 C 2.25 0.71 1.25  -0.3934
10 C -0.32 -1.18 0.57  0.1827
11 H 2.40 -0.99 -0.67  0.2429
12 H -4.51 -0.58 0.61  0.5356
13 H -0.36 -1.86 -1.44  0.2821
14 H 2.44 -0.11 1.83  0.2419
15 H -0.50 1.37 -0.78  0.2669
16 H 0.98 1.89 -1.31  0.2347
17 H -1.13 -1.74 1.02  0.2470
18 H -3.42 1.21 -0.50  0.1257
19 H 3.01 1.24 0.67  0.2385
20 H 0.76 -2.75 -0.36  0.2632
21 H 1.78 1.35 1.93  0.2316
22 H 1.23 -0.20 -1.74  0.2363
23 H 0.23 2.31 0.49  0.2441

- Gap between HOMO and LUMO: 12.0 eV
- Lowest unoccupied orbital energy: -2.49 eV
- HOMO energy: -14.4884 eV
- Total charge: +1

=====

Run Q
Formula: C6H13N2O2
Source: OMol25
Level of theory: wB97M-V/def2-TZVPD

Last column: natural (NBO) charge in e.
Positions of all 23 atoms, in Å:
1 O 2.22 1.31 -2.82  -0.9773
2 O -0.64 -0.95 -1.02  -0.6439
3 N -0.32 -2.82 0.40  -0.4640
4 N -0.67 1.53 -1.31  -0.5556
5 C 0.81 1.16 2.39  -0.7013
6 C -0.28 -3.89 1.23  -0.4338
7 C 0.31 1.35 1.05  0.1080
8 C -1.74 2.51 -1.16  -0.4479
9 C -0.56 -1.85 -0.27  0.8886
10 C -0.09 1.39 -0.05  0.0546
11 H -1.21 -4.06 1.85  0.2315
12 H -2.77 2.12 -1.48  0.2437
13 H 2.82 1.50 -3.52  0.4955
14 H 0.65 -3.82 1.96  0.2242
15 H 0.49 2.02 2.99  0.2666
16 H 0.74 0.16 2.71  0.2586
17 H 2.57 0.70 -2.18  0.4866
18 H 1.92 1.21 2.26  0.2592
19 H -1.60 3.37 -1.80  0.2457
20 H -0.04 1.80 -2.07  0.4741
21 H -1.93 2.72 -0.04  0.2613
22 H -0.13 -4.85 0.75  0.2341
23 H -0.99 0.58 -1.59  0.4915

- Gap between HOMO and LUMO: 11.0 eV
- Lowest unoccupied orbital energy: -2.67 eV
- HOMO energy: -13.6946 eV
- Total charge: +1

=====

So which one is most stable? That would be run P, about 12.6 kcal/mol below the next structure.

=====

Run P
Formula: C3H4NO2
Source: OMol25
Level of theory: wB97M-V/def2-TZVPD

Last column: natural (NBO) charge in e.
Positions of all 10 atoms, in Å:
1 O 2.86 -0.66 0.18  -0.6410
2 O 2.01 1.43 -0.19  -0.6732
3 N -0.27 -1.69 -0.23  -0.7608
4 C -0.07 -0.50 0.14  0.0341
5 C 2.14 0.27 0.01  0.9562
6 C -1.15 0.57 0.14  -0.7378
7 H -1.26 -1.93 -0.51  0.2498
8 H -2.00 0.31 -0.52  0.1558
9 H -0.73 1.52 -0.17  0.2180
10 H -1.54 0.68 1.16  0.1989

- Gap between HOMO and LUMO: 6.7 eV
- Lowest unoccupied orbital energy: 4.41 eV
- HOMO energy: -2.3049 eV
- Total charge: -1

=====

Run Q
Formula: C3H4NO2
Source: OMol25
Level of theory: wB97M-V/def2-TZVPD

Last column: natural (NBO) charge in e.
Positions of all 10 atoms, in Å:
1 O 0.47 1.43 -1.68  -0.7690
2 O 0.61 0.94 2.01  -0.6252
3 N 0.02 0.36 -1.04  -0.0873
4 C 0.34 0.28 1.02  0.4973
5 C -0.93 0.56 0.22  -0.4090
6 C 1.06 -0.29 -0.09  -0.3786
7 H 2.15 0.02 -0.15  0.1960
8 H -0.99 1.66 0.31  0.2027
9 H -1.91 -0.07 0.28  0.1835
10 H 0.98 -1.44 -0.32  0.1896

- Gap between HOMO and LUMO (spin up / spin down): 6.1 / 6.1 eV
- Lowest unoccupied orbital energy (spin up / spin down): 4.35 / 4.35 eV
- HOMO energy (spin up / spin down): -1.7143 / -1.7152 eV
- Total charge: -1

=====

So which one is most stable? That would be run P, about 72.7 kcal/mol below the next structure.